# 1
Entry from the Open Molecules 2025 dataset: a single C4H10O2 molecule (ωB97M-V/def2-TZVPD).

As for the calculated total energy: -8404.7454 eV. Its SMILES is C[C@@H](O)CCO. The orbital gap is 11.034 eV. As for the energy above the lowest of the compared OMol25 structures with the same formula, charge and spin: 77.3 kJ/mol.

Geometry (Å):
C (1.46, -0.31, 0.07)
O (2.49, -0.10, 1.04)
C (0.11, 0.08, 0.66)
C (-1.02, -0.26, -0.29)
C (-2.36, 0.33, 0.15)
O (-0.68, 0.22, -1.62)
H (1.67, 0.33, -0.78)
H (1.41, -1.35, -0.28)
H (3.14, 0.48, 0.64)
H (-0.05, -0.48, 1.58)
H (0.11, 1.15, 0.87)
H (-1.14, -1.34, -0.39)
H (-3.15, -0.13, -0.43)
H (-2.48, 0.16, 1.22)
H (-2.34, 1.41, -0.02)
H (-1.43, 0.01, -2.18)

Results of the Löwdin charge analysis, in e, for atoms 1 through 6:
1. C -0.26
2. O -0.07
3. C -0.15
4. C -0.44
5. C -0.05
6. O -0.05

***

# 2
Entry from the Open Molecules 2025 dataset: 2 unconnected molecules or ions with the total composition C4H10O2 (ωB97M-V/def2-TZVPD).

As for the calculated total energy: -8403.2627 eV. Its SMILES is C=CO.CCO. The orbital gap is 10.673 eV. As for the energy above the lowest of the compared OMol25 structures with the same formula, charge and spin: 220.4 kJ/mol.

Geometry (Å):
C (1.02, -0.46, 1.54)
O (0.86, -1.76, 2.11)
C (2.54, -0.19, 1.32)
H (0.48, 0.31, 2.10)
H (0.54, -0.51, 0.57)
H (1.15, -1.69, 3.02)
H (2.77, -0.08, 0.26)
H (3.02, -1.12, 1.59)
H (3.02, 0.57, 1.93)
C (-2.04, -0.02, -2.50)
C (-1.40, 0.54, -1.48)
O (-1.45, 1.94, -1.35)
H (-2.01, -1.09, -2.68)
H (-2.77, 0.60, -3.00)
H (-0.64, 0.11, -0.84)
H (-1.13, 2.28, -2.16)

Results of the Löwdin charge analysis, in e, for atoms 1 through 6:
1. C -0.29
2. O -0.09
3. C -0.07
4. H 0.11
5. H 0.07
6. H 0.08

***

# 3
Entry from the Open Molecules 2025 dataset: 2 unconnected molecules or ions with the total composition C4H10O2 (ωB97M-V/def2-TZVPD).

As for the calculated total energy: -8404.1845 eV. Its SMILES is C1CCOC1.O. The orbital gap is 10.122 eV. As for the energy above the lowest of the compared OMol25 structures with the same formula, charge and spin: 131.5 kJ/mol.

Geometry (Å):
O (0.59, -1.05, -2.19)
C (0.32, -2.13, -1.30)
C (0.24, 0.14, -1.53)
C (0.09, -1.54, 0.07)
C (0.63, -0.18, -0.05)
H (-0.65, -2.47, -1.71)
H (1.02, -2.99, -1.33)
H (0.71, 1.08, -1.88)
H (-0.86, 0.26, -1.62)
H (-0.99, -1.42, 0.30)
H (0.54, -2.14, 0.89)
H (1.74, -0.17, 0.03)
H (0.24, 0.57, 0.67)
O (-1.31, 4.16, 3.58)
H (-0.64, 3.46, 3.38)
H (-1.66, 4.43, 2.70)

Results of the Löwdin charge analysis, in e, for atoms 1 through 6:
1. O -0.15
2. C -0.20
3. C -0.21
4. C -0.22
5. C -0.19
6. H 0.12

***

# 4
Entry from the Open Molecules 2025 dataset: a single C4H10O2 molecule (ωB97M-V/def2-TZVPD).

As for the calculated total energy: -8403.5710 eV. Its SMILES is COC[C@@H](C)O. The orbital gap is 10.672 eV. As for the energy above the lowest of the compared OMol25 structures with the same formula, charge and spin: 190.7 kJ/mol.

Geometry (Å):
C (2.29, -0.93, -0.33)
O (1.31, -0.23, 0.39)
C (0.40, 0.48, -0.42)
C (-0.83, 0.82, 0.50)
C (-2.24, 0.33, -0.04)
O (-0.79, 0.07, 1.69)
H (1.84, -1.60, -1.06)
H (2.98, -0.24, -0.85)
H (2.87, -1.52, 0.40)
H (0.08, -0.15, -1.26)
H (0.91, 1.36, -0.86)
H (-0.62, 1.86, 0.85)
H (-2.54, -0.64, 0.43)
H (-2.24, 0.14, -1.11)
H (-3.05, 1.01, 0.25)
H (-0.36, -0.75, 1.41)

Results of the Löwdin charge analysis, in e, for atoms 1 through 6:
1. C -0.11
2. O -0.21
3. C -0.18
4. C -0.35
5. C -0.04
6. O -0.08

***

# 5
Entry from the Open Molecules 2025 dataset: 2 unconnected molecules or ions with the total composition C4H10O2 (ωB97M-V/def2-TZVPD).

As for the calculated total energy: -8404.3282 eV. Its SMILES is C/C(O)=C/O.C. The orbital gap is 9.119 eV. As for the energy above the lowest of the compared OMol25 structures with the same formula, charge and spin: 117.6 kJ/mol.

Geometry (Å):
C (2.17, -0.44, -0.04)
C (0.97, 0.46, -0.12)
O (0.58, 1.12, 1.05)
C (0.30, 0.77, -1.23)
C (-2.18, -0.88, 0.50)
O (-0.75, 1.63, -1.24)
H (3.06, 0.13, 0.25)
H (2.35, -0.90, -1.02)
H (2.04, -1.24, 0.70)
H (-1.16, -1.25, 0.63)
H (0.33, 0.47, 1.72)
H (0.54, 0.36, -2.20)
H (-2.86, -1.73, 0.49)
H (-2.44, -0.20, 1.33)
H (-2.23, -0.32, -0.43)
H (-0.83, 1.96, -0.33)

Results of the Löwdin charge analysis, in e, for atoms 1 through 6:
1. C -0.04
2. C -0.40
3. O 0.00
4. C -0.16
5. C -0.04
6. O 0.00

***

# 6
Entry from the Open Molecules 2025 dataset: a single C4H10O2 molecule (ωB97M-V/def2-TZVPD).

As for the calculated total energy: -8405.0718 eV. Its SMILES is CC(C)(O)CO. The orbital gap is 10.805 eV. As for the energy above the lowest of the compared OMol25 structures with the same formula, charge and spin: 45.9 kJ/mol.

Geometry (Å):
C (-1.29, -1.01, -0.33)
C (-0.23, -0.06, 0.21)
C (-0.69, 1.40, 0.07)
O (-0.02, -0.37, 1.58)
C (1.11, -0.30, -0.51)
O (2.14, 0.34, 0.23)
H (-1.01, -2.05, -0.12)
H (-2.26, -0.80, 0.13)
H (-1.39, -0.89, -1.42)
H (-0.95, 1.64, -0.97)
H (-1.58, 1.55, 0.69)
H (0.09, 2.09, 0.41)
H (0.85, 0.03, 1.77)
H (1.28, -1.39, -0.55)
H (1.08, 0.08, -1.54)
H (2.87, -0.28, 0.36)

Results of the Löwdin charge analysis, in e, for atoms 1 through 6:
1. C -0.03
2. C -0.63
3. C -0.03
4. O -0.02
5. C -0.19
6. O -0.06

***

# 7
Entry from the Open Molecules 2025 dataset: a single C4H10O2 molecule (ωB97M-V/def2-TZVPD).

As for the calculated total energy: -8404.9360 eV. Its SMILES is CC[C@@H](O)CO. The orbital gap is 10.915 eV. As for the energy above the lowest of the compared OMol25 structures with the same formula, charge and spin: 59.0 kJ/mol.

Geometry (Å):
C (1.36, 1.45, 1.07)
C (0.94, 0.09, 0.52)
C (-0.27, 0.17, -0.40)
O (0.16, 0.64, -1.66)
C (-0.96, -1.17, -0.56)
O (-1.97, -0.99, -1.54)
H (2.30, 1.39, 1.62)
H (1.47, 2.17, 0.26)
H (0.60, 1.84, 1.76)
H (1.76, -0.36, -0.06)
H (0.72, -0.60, 1.35)
H (-1.01, 0.88, 0.03)
H (-0.58, 0.47, -2.26)
H (-1.39, -1.49, 0.40)
H (-0.22, -1.92, -0.88)
H (-2.29, -1.86, -1.82)

Results of the Löwdin charge analysis, in e, for atoms 1 through 6:
1. C -0.10
2. C -0.21
3. C -0.42
4. O -0.02
5. C -0.22
6. O -0.06

***

# 8
Entry from the Open Molecules 2025 dataset: a single C4H10O2 molecule (ωB97M-V/def2-TZVPD).

As for the calculated total energy: -8400.4771 eV. The orbital gap is 7.960 eV. As for the energy above the lowest of the compared OMol25 structures with the same formula, charge and spin: 489.2 kJ/mol.

Geometry (Å):
C (2.26, -0.94, -0.35)
O (1.32, -0.24, 0.42)
C (0.51, 0.65, -0.40)
C (-0.54, 1.34, 0.37)
C (-2.39, -0.06, 0.21)
O (-1.27, 0.14, 1.11)
H (1.78, -1.57, -1.12)
H (2.95, -0.26, -0.87)
H (2.84, -1.58, 0.32)
H (0.12, 0.02, -1.22)
H (1.13, 1.44, -0.85)
H (-0.14, 1.89, 1.22)
H (-3.04, -0.81, 0.65)
H (-2.03, -0.33, -0.79)
H (-2.88, 0.92, 0.13)
H (-0.61, -0.60, 1.17)

Results of the Löwdin charge analysis, in e, for atoms 1 through 6:
1. C -0.13
2. O -0.22
3. C -0.31
4. C -0.12
5. C -0.05
6. O -0.13

***

# 9
Entry from the Open Molecules 2025 dataset: a molecular structure, C4H10O2 (ωB97M-V/def2-TZVPD).

As for the calculated total energy: -8399.6435 eV. The orbital gap (spin up / spin down) is 6.951 / 8.169 eV. As for the energy above the lowest of the compared OMol25 structures with the same formula, charge and spin: 569.6 kJ/mol.

Geometry (Å):
C (0.85, 0.00, -1.10)
C (0.19, -1.17, -1.74)
O (1.25, 0.98, -1.89)
H (1.06, 0.81, -2.83)
H (0.27, 0.35, -0.02)
H (1.67, -0.99, 0.63)
H (-0.38, -1.72, -1.00)
H (0.93, -1.84, -2.20)
H (-0.51, -0.85, -2.52)
C (-0.96, 1.26, 2.13)
C (-0.85, 0.10, 1.17)
O (-1.79, -0.61, 0.93)
H (1.15, -1.03, 1.25)
H (-0.13, 1.95, 2.03)
H (-1.88, 1.84, 2.01)
H (-0.89, 0.90, 3.16)

Results of the Löwdin charge analysis, in e, for atoms 1 through 6:
1. C -0.32
2. C -0.10
3. O 0.01
4. H 0.11
5. H 0.05
6. H 0.07

***

# 10
Entry from the Open Molecules 2025 dataset: a molecular structure, C4H10O2PPtS6 (ωB97M-V/def2-TZVPD).

Its spin multiplicity is 2. As for the calculated total energy: -85956.1247 eV. The total charge is -2. The orbital gap (spin up / spin down) is 5.705 / 5.684 eV. As for the energy above the lowest of the compared OMol25 structures with the same formula, charge and spin: 0.0 kJ/mol.

Geometry (Å):
Pt (-2.00, -2.44, -0.33)
C (2.79, 0.78, 1.85)
C (1.60, -0.11, 2.16)
O (0.41, 0.34, 1.52)
P (0.25, -0.07, -0.07)
S (0.19, -2.77, 0.30)
S (-1.79, -0.10, -0.41)
O (0.64, 1.50, -0.60)
C (0.33, 1.83, -1.94)
C (-0.69, 2.96, -1.99)
H (3.68, 0.43, 2.38)
H (2.58, 1.81, 2.15)
H (3.00, 0.79, 0.78)
H (1.39, -0.11, 3.23)
H (1.80, -1.15, 1.86)
H (-0.07, 0.96, -2.47)
H (1.26, 2.14, -2.44)
H (-1.60, 2.64, -1.49)
H (-0.92, 3.22, -3.02)
H (-0.30, 3.85, -1.48)
S (-4.25, -2.46, -0.83)
S (-5.22, -4.18, -0.71)
S (-1.95, -5.49, 1.48)
S (-1.11, -4.38, 0.08)

Results of the Löwdin charge analysis, in e, for atoms 1 through 6:
1. Pt 0.02
2. C -0.11
3. C -0.37
4. O -0.41
5. P 0.37
6. S -0.09

***

# 11
Entry from the Open Molecules 2025 dataset: a single C4H10O2S molecule (ωB97M-V/def2-TZVPD).

As for the calculated total energy: -19238.7790 eV. Its SMILES is C[C@@](O)(S)CCO. The orbital gap is 9.653 eV. As for the energy above the lowest of the compared OMol25 structures with the same formula, charge and spin: 213.4 kJ/mol.

Geometry (Å):
C (1.48, -0.05, 0.99)
C (-0.37, 0.75, -0.53)
C (-1.74, 0.33, 0.42)
C (0.79, -0.21, -0.41)
O (-2.78, -0.28, -0.30)
O (1.78, 0.03, -1.37)
S (0.32, -2.03, -0.44)
H (2.27, -0.93, 1.24)
H (2.01, 0.88, 0.70)
H (0.63, 0.09, 1.71)
H (-0.64, 0.78, -1.56)
H (0.08, 1.77, -0.23)
H (-2.08, 1.22, 0.85)
H (-1.49, -0.42, 1.21)
H (-3.30, 0.39, -0.79)
H (1.34, -0.09, -2.34)
H (-0.24, -1.96, -1.66)

Results of the Löwdin charge analysis, in e, for atoms 1 through 6:
1. C -0.09
2. C -0.12
3. C -0.23
4. C -0.96
5. O -0.09
6. O -0.12

***

# 12
Entry from the Open Molecules 2025 dataset: a single C4H10O2Si molecule (ωB97M-V/def2-TZVPD).

As for the calculated total energy: -16283.6583 eV. Its SMILES is C[Si](C)(C)OC=O. The orbital gap is 10.941 eV. As for the energy above the lowest of the compared OMol25 structures with the same formula, charge and spin: 111.4 kJ/mol.

Geometry (Å):
C (-1.87, 1.94, -1.37)
C (0.60, 0.73, 1.76)
C (-1.05, -1.29, -0.23)
C (1.51, 0.62, -1.21)
O (-0.98, 1.59, -0.45)
O (-2.04, 3.01, -1.91)
Si (0.07, 0.32, -0.02)
H (-2.62, 0.97, -1.61)
H (1.03, -0.14, 2.24)
H (1.29, 1.64, 1.76)
H (-0.16, 0.83, 2.49)
H (-1.93, -0.98, -0.82)
H (-0.75, -2.27, -0.59)
H (-1.52, -1.42, 0.73)
H (1.95, 1.72, -1.06)
H (2.31, -0.15, -1.02)
H (1.28, 0.48, -2.21)

Results of the Löwdin charge analysis, in e, for atoms 1 through 6:
1. C -0.41
2. C -0.16
3. C -0.14
4. C -0.17
5. O -0.13
6. O 0.05

***

# 13
Entry from the Open Molecules 2025 dataset: a molecular structure, C4H10O2Zn (ωB97M-V/def2-TZVPD).

As for the calculated total energy: -56819.4511 eV. The orbital gap is 7.388 eV. As for the energy above the lowest of the compared OMol25 structures with the same formula, charge and spin: 0.0 kJ/mol.

Geometry (Å):
O (0.95, 1.95, 1.35)
C (1.82, 0.98, 0.79)
C (0.42, 0.58, 0.97)
O (-0.39, 0.70, -0.11)
C (-1.77, 0.48, 0.12)
Zn (0.33, 3.73, 0.32)
H (2.58, 0.60, 1.47)
H (2.08, 0.91, -0.35)
H (0.10, 0.01, 1.85)
H (0.28, -1.64, -0.39)
H (-2.22, 0.33, -0.87)
H (-1.93, -0.46, 0.66)
H (-2.17, 1.40, 0.60)
C (0.07, -2.24, -1.38)
H (-0.93, -2.66, -1.20)
H (-0.01, -1.61, -2.28)
H (0.77, -3.06, -1.56)

Results of the Löwdin charge analysis, in e, for atoms 1 through 6:
1. O -0.38
2. C -0.15
3. C -0.35
4. O -0.23
5. C -0.08
6. Zn 0.41

***

# 14
Entry from the Open Molecules 2025 dataset: a molecular structure, C4H10O3 (ωB97M-V/def2-TZVPD).

As for the calculated total energy: -10448.3165 eV. The total charge is -2. The orbital gap is 6.419 eV. As for the energy above the lowest of the compared OMol25 structures with the same formula, charge and spin: 165.7 kJ/mol.

Geometry (Å):
C (-0.07, 0.45, 0.45)
C (-0.45, -0.85, 1.22)
C (-1.36, -0.59, 2.53)
O (-2.26, -1.49, 2.74)
C (0.61, 0.14, -0.93)
O (1.06, 1.33, -1.51)
H (0.39, 1.14, 1.11)
H (-0.87, 1.00, 0.04)
H (-1.01, -1.58, 0.51)
H (0.46, -1.35, 1.50)
H (-0.67, -0.25, 3.39)
H (-1.86, 0.34, 2.48)
H (1.57, -0.56, -0.68)
H (-0.12, -0.33, -1.67)
H (1.46, 1.04, -2.67)
H (2.64, 0.94, -3.33)
O (1.91, 0.75, -3.76)

Results of the Löwdin charge analysis, in e, for atoms 1 through 6:
1. C -0.24
2. C -0.20
3. C -0.63
4. O -0.37
5. C -0.41
6. O -0.31

***

# 15
Entry from the Open Molecules 2025 dataset: a single C4H10O3 molecule (ωB97M-V/def2-TZVPD).

As for the calculated total energy: -10449.8119 eV. Its SMILES is CC(C)(CO)OO. The orbital gap is 10.733 eV. As for the energy above the lowest of the compared OMol25 structures with the same formula, charge and spin: 331.1 kJ/mol.

Geometry (Å):
C (0.11, 0.14, -0.04)
C (-1.10, 1.02, 0.33)
C (-0.21, -0.73, -1.26)
C (0.55, -0.73, 1.14)
O (1.11, 1.11, -0.34)
O (2.33, 0.50, -0.74)
O (-2.21, 0.28, 0.75)
H (2.51, 0.93, -1.59)
H (-1.98, -0.19, 1.57)
H (-1.42, 1.57, -0.55)
H (-0.78, 1.74, 1.10)
H (-1.12, -1.29, -1.06)
H (0.60, -1.42, -1.46)
H (-0.37, -0.10, -2.13)
H (-0.16, -1.54, 1.31)
H (1.52, -1.16, 0.92)
H (0.64, -0.13, 2.04)

Results of the Löwdin charge analysis, in e, for atoms 1 through 6:
1. C -0.56
2. C -0.21
3. C -0.02
4. C -0.02
5. O -0.12
6. O -0.01